This record from the Open Molecules 2025 dataset describes an isolated molecule of C5H12NO3P. The level of theory is ωB97M-V/def2-TZVPD.

The geometry in XYZ format:
```
22
C5H12NO3P ωB97M-V/def2-TZVPD
C 1.25 1.49 0.24
C 0.75 0.04 0.33
C 1.46 -0.73 -0.81
O 2.91 -0.60 -0.62
C -0.75 -0.17 0.25
N -1.41 0.34 1.50
P -1.16 -2.03 0.27
C -1.42 0.46 -0.89
O -1.45 -0.04 -1.99
O -2.04 1.57 -0.46
H 1.73 1.81 -0.66
H 0.45 2.19 0.47
H 1.92 1.74 1.00
H 1.22 -0.30 1.19
H 1.08 -1.85 -0.85
H 1.10 -0.41 -1.73
H 3.19 -1.52 -0.75
H -2.32 -0.01 1.56
H -0.87 0.40 2.34
H -0.99 -2.35 -1.19
H -2.65 -1.75 0.34
H -2.00 1.73 0.45
```

The calculation puts the energy relative to the best compared isomer or geometry (same formula, charge and spin) at 242.7 kJ/mol. The structure (SMILES) is C[C@H](CO)[C@](N)(P)C(=O)O. As for the calculated total energy: -22299.2240 eV. The largest force on an atom is 5.185 eV/Å.